11
Properties=species:S:1:pos:R:3:forces:R:3:mulliken_charge:R:1 method="wB97M-V/def2-TZVPD" orbital_gap_ev=9.75 smiles="O=CC(C=O)=CO" lumo_ev=-0.3 de_lowest_ev=1.115
O -1.08818 -1.90669 0.11796 0.156 0.336 0.381 -0.563
C -0.00550 -1.35096 0.22500 -0.268 -0.116 -0.007 0.011
C 0.20994 0.06488 -0.07979 -0.191 0.078 0.002 0.264
C 1.45864 0.52611 -0.69672 0.109 0.301 -0.011 -0.091
O 1.71213 1.68264 -0.96398 -0.071 -0.446 0.125 -0.508
C -0.77122 0.96191 0.21757 0.068 0.005 -0.061 -0.083
O -1.97155 0.65816 0.66646 0.068 -0.176 -0.127 -0.487
H 0.84241 -1.90650 0.66403 0.144 -0.062 -0.381 0.335
H 2.16175 -0.28765 -0.97638 0.022 0.147 0.127 0.307
H -0.59083 2.03226 0.13614 0.000 -0.165 -0.037 0.419
H -2.08023 -0.31617 0.60752 -0.037 0.098 -0.010 0.397